A 15-piece molecular cluster, C32H65N15O30 overall, computed with the ωB97M-V functional and the def2-TZVPD basis.

```
142
Properties=species:S:1:pos:R:3:lowdin_charge:R:1
C -3.62746 1.08267 -1.33357 -0.108
C -2.43982 0.11368 -1.28766 -0.244
C -1.10939 0.82448 -0.95658 -0.173
C 0.10632 0.20050 -1.67500 -0.172
N 1.13119 -0.22080 -0.69704 0.030
C 2.21729 -0.91271 -1.22436 -0.215
C 2.44879 -2.22393 -1.04518 0.071
C 3.68107 -2.84196 -1.58586 -0.340
O 3.71535 -3.97989 -2.01471 0.086
C 4.87508 -1.93528 -1.57196 -0.113
C 6.16327 -2.39559 -1.35627 0.015
C 7.20187 -1.47960 -1.30523 -0.007
C 6.97965 -0.10929 -1.46602 -0.204
C 8.11760 0.88277 -1.40256 -0.119
C 8.97788 0.84634 -0.10996 -0.373
C 8.21804 0.26990 1.10191 -0.070
C 10.28109 0.03572 -0.34348 -0.066
C 5.68680 0.34070 -1.71620 0.048
C 4.64649 -0.57474 -1.75977 -0.105
C 3.24037 -0.11807 -1.99775 -0.270
O 2.97307 0.79027 -2.75034 0.133
H -4.12699 1.15811 -0.36609 0.041
H -3.32733 2.09262 -1.61737 0.064
H -4.37157 0.74174 -2.05654 0.046
H -2.35704 -0.44724 -2.21906 0.088
H -2.62101 -0.59181 -0.47183 0.105
H -0.92439 0.76552 0.11815 0.106
H -1.17789 1.87275 -1.24686 0.101
H -0.19794 -0.67601 -2.25903 0.116
H 0.52679 0.93660 -2.35560 0.109
H 0.69928 -0.77040 0.03847 0.122
H 1.75362 -2.82483 -0.47054 0.104
H 6.35976 -3.45114 -1.21760 0.120
H 8.21887 -1.80482 -1.11498 0.111
H 8.76173 0.68144 -2.26440 0.119
H 7.71464 1.88626 -1.55268 0.111
H 9.25078 1.87168 0.14589 0.119
H 7.13957 0.43415 1.06460 0.074
H 8.60240 0.68602 2.03572 0.084
H 8.39010 -0.80404 1.16312 0.039
H 10.18329 -0.59476 -1.22887 0.067
H 10.52839 -0.59457 0.50925 0.061
H 11.10722 0.72165 -0.54374 0.074
H 5.47958 1.39419 -1.86176 0.125
C -6.71046 2.77467 2.66265 0.025
N -5.57665 2.68600 1.70456 -0.426
O -4.93037 1.65918 1.65675 0.054
O -5.36579 3.66409 1.01119 0.052
H -6.78019 1.83979 3.20185 0.084
H -6.49628 3.60105 3.33033 0.083
H -7.60152 2.95981 2.08445 0.070
C -3.59609 3.21604 -5.46340 0.036
N -3.36002 2.01151 -4.62606 -0.418
O -4.21854 1.15071 -4.59492 0.037
O -2.31607 1.95284 -4.01645 0.074
H -4.56151 3.11566 -5.94103 0.088
H -3.56728 4.07842 -4.80328 0.104
H -2.79918 3.25858 -6.19705 0.093
C -0.15538 -5.81034 -1.24139 0.056
N -0.89425 -4.52991 -1.08873 -0.435
O -1.98969 -4.42741 -1.59825 0.065
O -0.33775 -3.65660 -0.45342 0.035
H -0.76399 -6.48705 -1.82997 0.097
H 0.78318 -5.58467 -1.74230 0.103
H 0.02374 -6.20680 -0.24704 0.054
C 3.03884 0.72656 1.85076 0.054
N 3.79366 0.60882 3.12694 -0.427
O 4.59344 1.48281 3.40537 0.047
O 3.56659 -0.35889 3.82175 0.069
H 3.35182 1.63024 1.34252 0.060
H 3.26792 -0.15239 1.25442 0.091
H 1.98277 0.75984 2.10009 0.104
C 5.08839 5.31046 1.23776 0.053
N 4.23692 4.19677 0.74010 -0.441
O 3.05056 4.39918 0.60657 0.083
O 4.79730 3.14455 0.50604 0.037
H 4.45579 6.17392 1.40397 0.095
H 5.55243 4.97183 2.15923 0.101
H 5.83975 5.50697 0.47911 0.101
C 0.78677 -7.72323 3.57475 0.053
N 0.51798 -6.99021 2.30805 -0.439
O 0.72035 -7.57104 1.25810 0.053
O 0.11100 -5.85454 2.40355 0.082
H 1.14123 -8.71589 3.32533 0.095
H 1.53533 -7.15784 4.12118 0.102
H -0.14590 -7.76032 4.12905 0.102
C -5.31594 -1.84186 -3.62084 0.045
N -6.79771 -1.77112 -3.50524 -0.452
O -7.45260 -2.62175 -4.07541 0.054
O -7.25490 -0.86133 -2.84923 0.067
H -5.06532 -2.70229 -4.23042 0.092
H -4.97898 -0.91758 -4.08150 0.062
H -4.90999 -1.93992 -2.61803 0.102
C -7.58303 7.24079 1.51700 0.051
N -7.43282 6.07721 2.43084 -0.435
O -8.30332 5.23216 2.42465 0.059
O -6.44000 6.05515 3.12656 0.064
H -8.50789 7.12312 0.96550 0.094
H -7.59677 8.13460 2.13306 0.099
H -6.72204 7.24160 0.85544 0.103
C -4.18844 -0.73789 -8.07119 0.056
N -3.58028 0.55024 -8.50550 -0.436
O -3.71601 1.50875 -7.77000 0.048
O -2.99096 0.55629 -9.56123 0.082
H -4.67335 -0.57732 -7.11511 0.086
H -4.90058 -1.03315 -8.83557 0.102
H -3.38479 -1.46383 -7.99402 0.103
C -11.13315 0.89268 4.21216 0.044
N -9.74867 1.38132 3.96771 -0.430
O -9.43015 1.66958 2.83197 0.059
O -9.01682 1.46498 4.93292 0.067
H -11.65177 0.87338 3.26055 0.099
H -11.05446 -0.09992 4.64366 0.104
H -11.59904 1.57849 4.90186 0.060
C 5.59085 1.62328 6.18717 0.023
N 6.33544 1.50087 7.47160 -0.455
O 7.12833 2.37554 7.75551 0.059
O 6.09917 0.52568 8.15343 0.059
H 5.90899 2.53506 5.69819 0.088
H 5.82182 0.75344 5.58403 0.086
H 4.53220 1.64871 6.42459 0.101
C -15.06832 2.08334 7.31850 0.052
N -13.93013 2.04424 6.36063 -0.439
O -13.26729 1.02747 6.30209 0.056
O -13.73506 3.03815 5.69558 0.075
H -15.11210 1.13152 7.83355 0.095
H -14.88134 2.90118 8.00750 0.102
H -15.96920 2.26625 6.74099 0.102
C 8.66038 -4.75241 1.93215 0.050
N 9.51248 -3.61587 1.48660 -0.443
O 9.46834 -2.58830 2.13052 0.055
O 10.19375 -3.79539 0.49980 0.066
H 8.11416 -4.44243 2.81487 0.095
H 7.98951 -4.99393 1.11318 0.096
H 9.32110 -5.58714 2.14477 0.100
C 4.28379 -2.21321 -5.26558 0.054
N 5.44299 -2.34324 -6.19060 -0.452
O 6.08651 -3.37050 -6.15283 0.067
O 5.66485 -1.40380 -6.92531 0.061
H 4.21038 -3.12028 -4.67514 0.087
H 4.46408 -1.34763 -4.63325 0.092
H 3.39887 -2.06441 -5.87695 0.103
```

Calculated values
- Gap between HOMO and LUMO: 0.3016 Ha